Entry 1:
DFT (ωB97M-V with the def2-TZVPD basis set) results for a 7-piece molecular cluster, C36H82N4O7 overall at a distorted geometry.

Computed properties:
Strongest force on any atom = 7.809 eV Å⁻¹
SMILES string = CC1(C)CCCC(C)(C)N1O.CC1(C)CCCC(C)(C)N1O.CC1(C)CCCC(C)(C)N1O.CC1(C)CCCC(C)(C)N1O.O.O.O
Electronic energy = -58944.004 eV
E_LUMO = 0.01550 Eh
Relative energy (zero: lowest compared OMol25 entry of this formula, charge and spin) = 167.88 kcal/mol
HOMO energy = -0.2794 Ha
Gap between HOMO and LUMO = 8.025 eV

Each atom is followed by the atoms it is bonded to, with distances in Å.
Geometry (Å):
1 O 0.1800 4.8137 -7.7622  H2 0.957, H3 0.957
2 H -0.4391 4.9211 -8.4842  O1 0.957
3 H 0.9299 5.3562 -8.0064  O1 0.957
4 O -2.9486 6.3121 5.3863  H5 0.957, H6 0.957
5 H -2.1528 6.2748 4.8557  O4 0.957
6 H -3.1327 7.2470 5.4774  O4 0.957
7 O -7.3941 0.3076 1.7009  H8 0.957, H9 0.957
8 H -7.8580 1.0757 1.3676  O7 0.957
9 H -6.9927 0.6051 2.5173  O7 0.957
10 C -6.0442 -5.4588 -2.5410  C11 1.537, H21 1.090, H22 1.090, H23 1.090
11 C -4.9536 -4.8298 -3.4228  C10 1.537, C12 1.594, N16 1.480, C20 1.592
12 C -3.6457 -5.6415 -3.0091  C11 1.594, C13 1.488, H24 1.090, H25 1.090
13 C -2.4843 -5.4071 -3.9090  C12 1.488, C14 1.470, H26 1.090, H27 1.090
14 C -2.8307 -5.7281 -5.3006  C13 1.470, C15 1.612, H28 1.090, H29 1.090
15 C -4.1727 -5.0176 -5.8405  C14 1.612, N16 1.452, C18 1.525, C19 1.611
16 N -5.2308 -5.1080 -4.8501  C11 1.480, C15 1.452, O17 1.278
17 O -6.3353 -4.6316 -5.2822  N16 1.278, H39 0.960
18 C -3.8767 -3.5789 -6.2522  C15 1.525, H30 1.090, H31 1.090, H32 1.090
19 C -4.6852 -5.8038 -7.1493  C15 1.611, H33 1.090, H34 1.090, H35 1.090
20 C -4.9127 -3.2615 -3.1549  C11 1.592, H36 1.090, H37 1.090, H38 1.090
21 H -6.9468 -4.8579 -2.6514  C10 1.090
22 H -5.8562 -5.5409 -1.4704  C10 1.090
23 H -6.1190 -6.5097 -2.8206  C10 1.090
24 H -3.1088 -5.2679 -2.1372  C12 1.090
25 H -3.7167 -6.7186 -2.8576  C12 1.090
26 H -1.6349 -5.9139 -3.4509  C13 1.090
27 H -2.2428 -4.3455 -3.9613  C13 1.090
28 H -2.9870 -6.8026 -5.3959  C14 1.090
29 H -1.9879 -5.2246 -5.7742  C14 1.090
30 H -3.0916 -3.0824 -5.6818  C18 1.090
31 H -3.6495 -3.4837 -7.3140  C18 1.090
32 H -4.7931 -2.9901 -6.2131  C18 1.090
33 H -5.0588 -6.7895 -6.8718  C19 1.090
34 H -5.5413 -5.3546 -7.6527  C19 1.090
35 H -3.8421 -5.9700 -7.8200  C19 1.090
36 H -5.8714 -2.7934 -3.3784  C20 1.090
37 H -4.2152 -2.6363 -3.7121  C20 1.090
38 H -4.5162 -3.0435 -2.1632  C20 1.090
39 H -6.6087 -5.3345 -5.8762  O17 0.960
40 C 0.2631 3.5406 0.1369  C41 1.571, H51 1.090, H52 1.090, H53 1.090
41 C -0.3049 2.2432 -0.5433  C40 1.571, C42 1.595, N46 1.563, C50 1.535
42 C 0.7268 1.5588 -1.5493  C41 1.595, C43 1.580, H54 1.090, H55 1.090
43 C 1.5759 0.4587 -0.7983  C42 1.580, C44 1.557, H56 1.090, H57 1.090
44 C 0.7596 -0.4684 0.1493  C43 1.557, C45 1.476, H58 1.090, H59 1.090
45 C 0.0028 0.2915 1.1627  C44 1.476, N46 1.441, C48 1.538, C49 1.556
46 N -0.8778 1.1784 0.4465  C41 1.563, C45 1.441, O47 1.501
47 O -1.9883 1.7233 1.2974  N46 1.501, H69 0.960
48 C -0.8929 -0.8270 1.7218  C45 1.538, H60 1.090, H61 1.090, H62 1.090
49 C 0.8931 0.9372 2.2631  C45 1.556, H63 1.090, H64 1.090, H65 1.090
50 C -1.4111 2.5403 -1.5646  C41 1.535, H66 1.090, H67 1.090, H68 1.090
51 H 0.5976 4.1818 -0.6786  C40 1.090
52 H 1.1203 3.3629 0.7863  C40 1.090
53 H -0.5944 4.0073 0.6216  C40 1.090
54 H 0.1346 1.1369 -2.3613  C42 1.090
55 H 1.3550 2.3164 -2.0179  C42 1.090
56 H 2.4512 1.0203 -0.4716  C43 1.090
57 H 1.9580 -0.1813 -1.5935  C43 1.090
58 H 1.5279 -0.9463 0.7572  C44 1.090
59 H 0.1991 -1.2795 -0.3154  C44 1.090
60 H -0.3256 -1.6996 2.0454  C48 1.090
61 H -1.4668 -0.4924 2.5860  C48 1.090
62 H -1.5901 -1.2609 1.0050  C48 1.090
63 H 1.2252 0.2017 2.9958  C49 1.090
64 H 1.7188 1.4851 1.8091  C49 1.090
65 H 0.3482 1.6864 2.8374  C49 1.090
66 H -1.0246 3.1394 -2.3891  C50 1.090
67 H -2.2375 3.1112 -1.1412  C50 1.090
68 H -1.9180 1.6681 -1.9775  C50 1.090
69 H -2.6925 1.1531 0.9799  O47 0.960
70 C 1.1585 11.8204 2.2404  C71 1.590, H81 1.090, H82 1.090, H83 1.090
71 C 2.6461 12.3501 2.0525  C70 1.590, C72 1.592, N76 1.431, C80 1.553
72 C 2.9658 12.1864 0.5017  C71 1.592, C73 1.561, H84 1.090, H85 1.090
73 C 2.3076 13.1850 -0.5018  C72 1.561, C74 1.575, H86 1.090, H87 1.090
74 C 2.8063 14.5835 0.0233  C73 1.575, C75 1.527, H88 1.090, H89 1.090
75 C 2.5020 14.9158 1.4820  C74 1.527, N76 1.502, C78 1.504, C79 1.636
76 N 2.7106 13.7389 2.3920  C71 1.431, C75 1.502, O77 1.388
77 O 2.4574 13.9389 3.7415  N76 1.388, H99 0.960
78 C 3.2610 16.1404 1.9135  C75 1.504, H90 1.090, H91 1.090, H92 1.090
79 C 0.9501 15.4139 1.6286  C75 1.636, H93 1.090, H94 1.090, H95 1.090
80 C 3.6753 11.4407 2.7778  C71 1.553, H96 1.090, H97 1.090, H98 1.090
81 H 0.4890 12.1086 1.4299  C70 1.090
82 H 0.7277 12.1760 3.1764  C70 1.090
83 H 1.0826 10.7331 2.2517  C70 1.090
84 H 4.0071 12.1033 0.1906  C72 1.090
85 H 2.5508 11.2330 0.1746  C72 1.090
86 H 1.2209 13.1158 -0.5502  C73 1.090
87 H 2.6659 13.0679 -1.5245  C73 1.090
88 H 2.2894 15.3870 -0.5013  C74 1.090
89 H 3.8153 14.8860 -0.2569  C74 1.090
90 H 4.3504 16.1116 1.8901  C78 1.090
91 H 2.8278 16.8788 1.2388  C78 1.090
92 H 3.0857 16.5746 2.8979  C78 1.090
93 H 0.6811 15.7699 2.6230  C79 1.090
94 H 0.7431 16.2996 1.0279  C79 1.090
95 H 0.2793 14.6420 1.2512  C79 1.090
96 H 3.5614 10.3794 2.5566  C80 1.090
97 H 3.4296 11.6867 3.8108  C80 1.090
98 H 4.7353 11.5796 2.5649  C80 1.090
99 H 1.5315 13.7055 3.8399  O77 0.960
100 C 1.0755 -11.5429 2.0385  C101 1.534, H111 1.090, H112 1.090, H113 1.090
101 C 2.3065 -12.2087 2.6666  C100 1.534, C102 1.588, N106 1.475, C110 1.589
102 C 3.5107 -12.2878 1.6342  C101 1.588, C103 1.529, H114 1.090, H115 1.090
103 C 4.0215 -10.9076 1.2209  C102 1.529, C104 1.469, H116 1.090, H117 1.090
104 C 4.5210 -10.3454 2.4831  C103 1.469, C105 1.637, H118 1.090, H119 1.090
105 C 3.4817 -10.1301 3.7291  C104 1.637, N106 1.531, C108 1.535, C109 1.516
106 N 2.7151 -11.4481 3.8625  C101 1.475, C105 1.531, O107 1.292
107 O 1.7697 -11.4070 4.7421  N106 1.292, H129 0.960
108 C 4.4149 -9.9097 4.9272  C105 1.535, H120 1.090, H121 1.090, H122 1.090
109 C 2.7013 -8.9013 3.3043  C105 1.516, H123 1.090, H124 1.090, H125 1.090
110 C 2.0209 -13.7257 3.0423  C101 1.589, H126 1.090, H127 1.090, H128 1.090
111 H 0.4709 -10.8428 2.6150  C100 1.090
112 H 1.2818 -10.8843 1.1949  C100 1.090
113 H 0.3837 -12.3612 1.8388  C100 1.090
114 H 4.2966 -12.8139 2.1762  C102 1.090
115 H 3.2165 -12.9066 0.7865  C102 1.090
116 H 4.7946 -11.0346 0.4631  C103 1.090
117 H 3.2005 -10.3902 0.7245  C103 1.090
118 H 5.0309 -9.4698 2.0814  C104 1.090
119 H 5.3235 -11.0440 2.7198  C104 1.090
120 H 3.8095 -9.8832 5.8331  C108 1.090
121 H 4.8210 -8.8988 4.8913  C108 1.090
122 H 5.3242 -10.5096 4.8895  C108 1.090
123 H 2.2616 -9.0793 2.3230  C109 1.090
124 H 3.1740 -7.9198 3.3419  C109 1.090
125 H 1.9776 -8.6883 4.0911  C109 1.090
126 H 1.6383 -14.1505 2.1142  C110 1.090
127 H 2.8817 -14.2914 3.3987  C110 1.090
128 H 1.1654 -13.8332 3.7092  C110 1.090
129 H 2.1294 -11.9104 5.4762  O107 0.960

Entry 2:
DFT (ωB97M-V with the def2-TZVPD basis set) results for one molecule with the formula C22H29N3O6S2 at a distorted geometry.

Computed properties:
Strongest force on any atom = 1.047 eV Å⁻¹
SMILES string = CC(C)c1ccc(N(CC(=O)Nc2ccc(S(=O)(=O)N3CCOCC3)cc2)S(C)(=O)=O)cc1
Electronic energy = -61710.051 eV
E_LUMO = 0.01113 Eh
Relative energy (zero: lowest compared OMol25 entry of this formula, charge and spin) = 50.36 kcal/mol
HOMO energy = -0.3178 Ha
Gap between HOMO and LUMO = 8.950 eV

Each atom is followed by the atoms it is bonded to, with distances in Å.
Geometry (Å):
1 C 5.1979 3.8416 1.0908  H2 1.087, H3 1.088, H4 1.087, C5 1.530
2 H 4.3805 4.1218 0.4316  C1 1.087
3 H 5.8383 4.7093 1.2321  C1 1.088
4 H 4.7795 3.5584 2.0539  C1 1.087
5 C 6.0024 2.6825 0.4988  C1 1.530, C6 1.508, C58 1.530, H62 1.096
6 C 5.1491 1.4438 0.3861  C5 1.508, C7 1.389, C11 1.389
7 C 4.0143 1.4157 -0.4151  C6 1.389, C8 1.383, H57 1.079
8 C 3.2273 0.2828 -0.5105  C7 1.383, C9 1.390, H56 1.078
9 C 3.5668 -0.8651 0.1966  C8 1.390, C10 1.392, N14 1.411
10 C 4.7070 -0.8516 0.9948  C9 1.392, C11 1.382, H13 1.079
11 C 5.4772 0.2914 1.0889  C6 1.389, C10 1.382, H12 1.081
12 H 6.3551 0.2827 1.7189  C11 1.081
13 H 4.9949 -1.7370 1.5408  C10 1.079
14 N 2.8146 -2.0524 0.0738  C9 1.411, S15 1.668, C22 1.452
15 S 2.0451 -2.4034 -1.3633  N14 1.668, O16 1.439, O17 1.433, C18 1.804
16 O 1.5174 -3.7337 -1.2094  S15 1.439
17 O 1.1092 -1.4014 -1.7803  S15 1.433
18 C 3.4334 -2.4456 -2.5138  S15 1.804, H19 1.082, H20 1.082, H21 1.083
19 H 4.0920 -3.2429 -2.1971  C18 1.082
20 H 3.9322 -1.4857 -2.4859  C18 1.082
21 H 3.0351 -2.6430 -3.5012  C18 1.083
22 C 2.3157 -2.7181 1.2643  N14 1.452, H23 1.092, H24 1.090, C25 1.536
23 H 2.2080 -3.7800 1.0349  C22 1.092
24 H 3.0256 -2.5779 2.0796  C22 1.090
25 C 0.9696 -2.1044 1.6786  C22 1.536, O26 1.210, N27 1.358
26 O 0.8800 -1.3094 2.5862  C25 1.210
27 N -0.0492 -2.5379 0.8926  C25 1.358, C28 1.393, H55 1.016
28 C -1.3696 -2.0943 0.8563  N27 1.393, C29 1.395, C33 1.397
29 C -1.8987 -1.2101 1.7971  C28 1.395, C30 1.382, H54 1.077
30 C -3.2218 -0.8216 1.6998  C29 1.382, C31 1.382, H53 1.078
31 C -4.0110 -1.3120 0.6774  C30 1.382, C32 1.383, S36 1.784
32 C -3.4994 -2.1900 -0.2603  C31 1.383, C33 1.381, H35 1.079
33 C -2.1786 -2.5829 -0.1718  C28 1.397, C32 1.381, H34 1.080
34 H -1.7574 -3.2612 -0.8990  C33 1.080
35 H -4.1489 -2.5558 -1.0400  C32 1.079
36 S -5.7065 -0.7679 0.5693  C31 1.784, O37 1.439, O38 1.433, N39 1.684
37 O -6.3449 -1.4560 -0.5217  S36 1.439
38 O -6.3246 -0.8369 1.8608  S36 1.433
39 N -5.4539 0.8620 0.2311  S36 1.684, C40 1.449, C47 1.450
40 C -5.1063 1.1293 -1.1505  N39 1.449, H41 1.095, C42 1.533, H52 1.090
41 H -4.5482 2.0711 -1.1778  C40 1.095
42 C -6.3596 1.2348 -2.0265  C40 1.533, H43 1.098, O44 1.412, H51 1.091
43 H -6.8390 0.2479 -2.0794  C42 1.098
44 O -7.2637 2.1859 -1.5046  C42 1.412, C45 1.412
45 C -7.6614 1.8411 -0.1946  O44 1.412, H46 1.100, C47 1.530, H50 1.091
46 H -8.1595 0.8600 -0.1981  C45 1.100
47 C -6.4538 1.7795 0.7432  N39 1.450, C45 1.530, H48 1.095, H49 1.089
48 H -5.9906 2.7678 0.8290  C47 1.095
49 H -6.7477 1.4179 1.7278  C47 1.089
50 H -8.3663 2.6116 0.1220  C45 1.091
51 H -6.1040 1.5783 -3.0304  C42 1.091
52 H -4.4653 0.3182 -1.4972  C40 1.090
53 H -3.6597 -0.1444 2.4150  C30 1.078
54 H -1.2704 -0.8358 2.5880  C29 1.077
55 H 0.1987 -3.1774 0.1427  N27 1.016
56 H 2.3401 0.2878 -1.1221  C8 1.078
57 H 3.7244 2.2944 -0.9708  C7 1.079
58 C 6.5879 3.0665 -0.8619  C5 1.530, H59 1.087, H60 1.088, H61 1.088
59 H 5.7992 3.3256 -1.5636  C58 1.087
60 H 7.2481 3.9244 -0.7568  C58 1.088
61 H 7.1597 2.2392 -1.2768  C58 1.088
62 H 6.8337 2.4625 1.1776  C5 1.096

Entry 3:
DFT (ωB97M-V with the def2-TZVPD basis set) results for a 2-piece molecular cluster, C2H2N2 overall at a distorted geometry.

Computed properties:
Strongest force on any atom = 3.056 eV Å⁻¹
SMILES string = C#C.N#N
Electronic energy = -5084.973 eV
E_LUMO = 0.05179 Eh
Relative energy (zero: lowest compared OMol25 entry of this formula, charge and spin) = 4.89 kcal/mol
HOMO energy = -0.3967 Ha
Gap between HOMO and LUMO = 12.205 eV

Each atom is followed by the atoms it is bonded to, with distances in Å.
Geometry (Å):
1 C -1.2584 -0.5269 -0.1030  C2 1.199, H3 1.020
2 C -0.8429 0.5870 0.0501  C1 1.199, H4 1.006
3 H -1.6898 -1.4486 -0.0338  C1 1.020
4 H -0.6727 1.5761 0.1168  C2 1.006
5 N 2.1935 -0.1919 0.5249  N6 1.100
6 N 2.2704 0.0044 -0.5550  N5 1.100

Entry 4:
DFT (ωB97M-V with the def2-TZVPD basis set) results for a 2-piece molecular cluster, C7H17NO overall at a distorted geometry.

Computed properties:
Strongest force on any atom = 2.647 eV Å⁻¹
SMILES string = CCN(C)C(C)=O.CC
Electronic energy = -11071.784 eV
E_LUMO = 0.02920 Eh
Relative energy (zero: lowest compared OMol25 entry of this formula, charge and spin) = 31.23 kcal/mol
HOMO energy = -0.3384 Ha
Gap between HOMO and LUMO = 10.004 eV

Each atom is followed by the atoms it is bonded to, with distances in Å.
Geometry (Å):
1 C 0.3672 0.8909 0.6788  C2 1.524, N7 1.475, H8 1.076, H9 1.093
2 C 0.1152 2.3743 0.4350  C1 1.524, H10 1.084, H11 1.090, H14 1.055
3 C 2.7303 1.1539 1.3638  N7 1.454, H12 1.095, H15 1.087, H16 1.088
4 C 1.2255 -1.4277 -0.9107  C5 1.509, H13 1.091, H17 1.089, H18 1.087
5 C 2.1997 -0.5789 -0.1309  C4 1.509, O6 1.223, N7 1.341
6 O 3.3656 -0.9352 -0.0329  C5 1.223
7 N 1.7838 0.5657 0.4303  C1 1.475, C3 1.454, C5 1.341
8 H 0.0803 0.3640 1.5725  C1 1.076
9 H -0.1390 0.2507 -0.0477  C1 1.093
10 H -0.3162 2.8296 1.3194  C2 1.084
11 H -0.5799 2.5028 -0.3946  C2 1.090
12 H 3.5309 1.6081 0.7704  C3 1.095
13 H 0.9907 -0.9328 -1.8541  C4 1.091
14 H 1.0224 2.8219 0.1355  C2 1.055
15 H 2.3946 2.0001 1.9571  C3 1.087
16 H 3.3103 0.4323 1.9345  C3 1.088
17 H 1.8055 -2.2928 -1.2298  C4 1.089
18 H 0.3731 -1.8209 -0.3623  C4 1.087
19 C -2.4912 -1.0103 -1.2200  C20 1.535, H21 1.088, H22 1.088, H23 1.086
20 C -3.5357 -1.4701 -0.1938  C19 1.535, H24 1.084, H25 1.092, H26 1.086
21 H -2.2640 -1.8146 -1.9166  C19 1.088
22 H -2.7943 -0.1249 -1.7751  C19 1.088
23 H -1.6011 -0.7269 -0.6665  C19 1.086
24 H -4.3049 -1.9987 -0.7456  C20 1.084
25 H -4.0532 -0.6035 0.2218  C20 1.092
26 H -3.2156 -2.0570 0.6616  C20 1.086

- Which formula does entry 4 have?
  C7H17NO

- Which value of gap between HOMO and LUMO does entry 2 give?
  8.950 eV